Here is a 2-piece molecular cluster, C2H10N2O overall from OMol25. Energies are from the ωB97M-V functional and the def2-TZVPD basis.

XYZ file:
```
15
Properties=species:S:1:pos:R:3:forces:R:3
O 1.8098 0.5219 0.6667 0.7 -0.4 0.4
N -0.5020 -0.0972 -1.8323 0.5 -0.4 0.2
N 1.5089 -0.8390 1.0801 -0.1 0.4 -0.2
C -1.3398 1.0519 -1.5354 -0.2 0.1 0.2
C 0.2179 -0.7560 1.7521 -0.2 -0.2 0.0
H -1.8955 0.8938 -0.6066 -0.2 0.4 0.1
H -2.0517 1.2224 -2.3469 0.1 0.0 0.1
H 0.2805 -0.1002 -1.1757 -0.2 0.0 -0.3
H -1.0294 -0.9513 -1.6585 0.2 0.2 -0.1
H 1.4073 -1.3294 0.1884 -0.1 0.1 0.3
H 2.6815 0.6703 1.0824 -0.6 0.0 -0.4
H -0.7211 1.9462 -1.4212 -0.1 -0.1 -0.1
H -0.5070 -0.1703 1.1791 0.0 0.0 0.0
H 0.3323 -0.3019 2.7408 0.1 0.0 -0.2
H -0.1916 -1.7612 1.8870 0.2 0.0 0.0
```
Forces are in eV/Å.

## Properties
* SMILES: CNO.CN
* LUMO level: 0.942 eV
* frontier orbital gap: 10.2 eV

The computed natural (NBO) charges, all in e, follow: -0.62 -0.83 -0.33 -0.41 -0.44 0.16 0.19 0.35 0.34 0.33 0.48 0.20 0.18 0.20 0.20


Here is a 2-piece molecular cluster, C5H6N2 overall in a non-equilibrium geometry from OMol25. Energies are from the ωB97M-V functional and the def2-TZVPD basis.

XYZ file:
```
13
Properties=species:S:1:pos:R:3:forces:R:3
N -0.1158 2.1511 -1.6947 0.8 -0.5 -0.8
N 0.4384 1.0575 2.5103 2.2 2.8 2.7
C 1.4328 0.2393 -1.5478 2.5 -1.6 1.0
C -0.8741 -1.8337 1.1289 0.1 -8.7 1.8
C -0.1255 0.3824 1.7967 -2.3 -3.7 -3.2
C -0.7903 -0.5103 0.9505 0.0 9.1 -1.0
C 0.4900 1.0986 -1.6005 -1.2 3.0 0.4
H 2.2909 0.3144 -0.8251 -1.3 0.1 -0.6
H 1.5088 -0.5412 -2.2583 -0.1 -0.7 -0.5
H -0.3978 -2.2732 2.0000 -0.1 0.1 0.0
H -1.4260 -2.5892 0.5753 0.1 0.8 -0.4
H -1.4563 0.0358 0.2779 0.1 -0.4 0.0
H -0.9751 2.4686 -1.3131 -0.7 -0.4 0.6
```
Forces are in eV/Å.

## Properties
* ⟨S²⟩: 2.016
* LUMO level (spin up / spin down): 0.744 / -3.211 eV
* multiplicity: 3
* frontier orbital gap (spin up / spin down): 7.4 / 5.9 eV

The computed natural (NBO) charges, all in e, follow: -0.64 -0.28 -0.66 -0.31 0.19 -0.21 0.43 0.26 0.24 0.18 0.19 0.21 0.39


Record order is preserved below.
Molar mass: 78.11, 94.12 g mol⁻¹
Record order is preserved below.
ΔE to the lowest compared entry with this formula, charge and spin: 49.1, 55.8 kcal/mol
Record order is preserved below.
Calculated total energy: -7261.7939, -8255.4892 eV